This record from OMol25 describes 13 unconnected molecules or ions with the total composition C42H106FN3O17PS2 in a non-equilibrium geometry. The level of theory is ωB97M-V/def2-TZVPD.

LUMO energy (eV): -3.077
Charge: +1
E_HOMO (eV): -11.12
Frontier orbital gap (Eh): 0.29571
Total energy (Ha): -4344.212754

Bonds (Å) are listed after each position.
CARTESIAN COORDINATES (ANGSTROEM)
1 C -3.840 2.879 0.258  O2 1.448, H31 1.138, H32 1.161, H33 1.150
2 O -3.108 4.125 0.166  C1 1.448, C3 1.451
3 C -2.914 4.539 -1.211  O2 1.451, C4 1.632, H34 1.159, H35 1.153
4 C -1.898 3.564 -2.036  C3 1.632, C5 1.620, H36 1.139, H37 1.153
5 C -2.844 2.673 -3.003  C4 1.620, C6 1.600, H38 1.155, H39 1.139
6 C -2.028 1.693 -3.969  C5 1.600, C7 1.598, H40 1.157, H41 1.155
7 C -0.873 0.845 -3.262  C6 1.598, C8 1.585, H42 1.155, H43 1.157
8 C -1.322 -0.032 -2.021  C7 1.585, C9 1.536, N24 1.473
9 C -2.665 -0.626 -1.571  C8 1.536, C10 1.588, N13 1.451
10 C -4.055 -0.472 -2.324  C9 1.588, C11 1.632, H44 1.150, H45 1.135
11 C -4.709 -1.944 -2.581  C10 1.632, F12 1.440, H46 1.154, H47 1.140
12 F -6.145 -1.928 -2.468  C11 1.440
13 N -2.405 -1.377 -0.358  C9 1.451, P14 1.771, C16 1.444
14 P -3.489 -2.303 0.694  N13 1.771, S15 1.937, H48 1.447, H49 1.445
15 S -5.303 -1.632 0.800  P14 1.937
16 C -1.020 -1.361 0.051  N13 1.444, C17 1.605, N24 1.454
17 C -0.295 -2.087 1.285  C16 1.605, C18 1.607, H50 1.155, H51 1.156
18 C -0.027 -1.119 2.538  C17 1.607, C19 1.608, H52 1.144, H53 1.141
19 C 1.500 -1.303 3.007  C18 1.608, S20 1.858, H54 1.157, H55 1.155
20 S 2.047 -0.012 4.226  C19 1.858, O21 1.501, O22 1.506, O23 1.674
21 O 1.761 1.315 3.584  S20 1.501
22 O 1.254 -0.217 5.490  S20 1.506
23 O 3.688 -0.230 4.477  S20 1.674, H56 0.991
24 N -0.411 -0.533 -0.978  C8 1.473, C16 1.454, C25 1.507
25 C 1.078 -0.319 -0.890  N24 1.507, C26 1.627, H57 1.145, H58 1.137
26 C 1.727 -1.443 -1.871  C25 1.627, O27 1.257, N28 1.471
27 O 1.197 -1.623 -2.997  C26 1.257
28 N 2.924 -2.234 -1.548  C26 1.471, C29 1.490, C30 1.493
29 C 2.618 -3.445 -0.735  N28 1.490, H59 1.160, H60 1.150, H61 1.154
30 C 4.021 -1.412 -0.957  N28 1.493, H62 1.153, H63 1.152, H64 1.145
31 H -4.317 2.674 1.271  C1 1.138
32 H -3.073 2.032 0.051  C1 1.161
33 H -4.656 2.751 -0.541  C1 1.150
34 H -3.955 4.473 -1.717  C3 1.159
35 H -2.618 5.650 -1.307  C3 1.153
36 H -1.246 2.935 -1.345  C4 1.139
37 H -1.293 4.280 -2.707  C4 1.153
38 H -3.369 3.437 -3.693  C5 1.155
39 H -3.676 2.180 -2.400  C5 1.139
40 H -1.502 2.375 -4.741  C6 1.157
41 H -2.700 1.005 -4.609  C6 1.155
42 H -0.289 0.189 -4.012  C7 1.155
43 H -0.093 1.603 -2.867  C7 1.157
44 H -4.776 0.052 -1.596  C10 1.150
45 H -3.999 0.020 -3.345  C10 1.135
46 H -4.479 -2.194 -3.684  C11 1.154
47 H -4.212 -2.767 -1.968  C11 1.140
48 H -2.957 -2.279 2.039  P14 1.447
49 H -3.391 -3.678 0.262  P14 1.445
50 H -0.914 -3.010 1.596  C17 1.155
51 H 0.732 -2.517 0.973  C17 1.156
52 H -0.695 -1.426 3.415  C18 1.144
53 H -0.252 -0.043 2.232  C18 1.141
54 H 2.149 -1.275 2.050  C19 1.157
55 H 1.616 -2.358 3.465  C19 1.155
56 H 4.119 -0.339 3.591  O23 0.991
57 H 1.306 0.729 -1.292  C25 1.145
58 H 1.480 -0.415 0.170  C25 1.137
59 H 2.710 -3.254 0.406  C29 1.160
60 H 1.617 -3.942 -1.008  C29 1.150
61 H 3.451 -4.210 -0.968  C29 1.154
62 H 4.943 -2.089 -0.811  C30 1.153
63 H 4.339 -0.654 -1.764  C30 1.152
64 H 3.703 -0.889 0.010  C30 1.145
65 C 2.213 2.175 -6.477  C66 1.516, H68 1.093, H69 1.092, H70 1.094
66 C 0.709 1.989 -6.506  C65 1.516, O67 1.424, H71 1.092, H72 1.094
67 O 0.056 3.206 -6.162  C66 1.424, H73 0.967
68 H 2.541 2.496 -5.485  C65 1.093
69 H 2.727 1.245 -6.734  C65 1.092
70 H 2.521 2.953 -7.182  C65 1.094
71 H 0.405 1.227 -5.786  C66 1.092
72 H 0.373 1.678 -7.501  C66 1.094
73 H 0.323 3.873 -6.809  O67 0.967
74 C -7.785 4.929 0.845  C75 1.516, H77 1.093, H78 1.092, H79 1.094
75 C -6.989 5.795 -0.111  C74 1.516, O76 1.423, H80 1.092, H81 1.095
76 O -6.920 5.176 -1.390  C75 1.423, H82 0.966
77 H -7.326 3.942 0.941  C74 1.093
78 H -7.842 5.390 1.835  C74 1.092
79 H -8.801 4.774 0.471  C74 1.094
80 H -5.968 5.930 0.254  C75 1.092
81 H -7.449 6.782 -0.220  C75 1.095
82 H -7.824 5.069 -1.714  O76 0.966
83 C -3.728 1.953 -7.917  C84 1.516, H86 1.093, H87 1.092, H88 1.094
84 C -4.404 2.965 -7.013  C83 1.516, O85 1.423, H89 1.092, H90 1.094
85 O -3.464 3.507 -6.092  C84 1.423, H91 0.967
86 H -3.289 1.144 -7.327  C83 1.093
87 H -4.441 1.526 -8.626  C83 1.092
88 H -2.912 2.419 -8.477  C83 1.094
89 H -5.204 2.492 -6.439  C84 1.092
90 H -4.836 3.784 -7.597  C84 1.094
91 H -2.764 3.932 -6.605  O85 0.967
92 C -8.128 -4.168 -3.731  C93 1.515, H95 1.094, H96 1.092, H97 1.093
93 C -8.485 -4.186 -5.203  C92 1.515, O94 1.422, H98 1.092, H99 1.095
94 O -8.820 -5.507 -5.610  C93 1.422, H100 0.967
95 H -7.285 -4.836 -3.532  C92 1.094
96 H -7.863 -3.160 -3.406  C92 1.092
97 H -8.966 -4.524 -3.127  C92 1.093
98 H -7.639 -3.851 -5.807  C93 1.092
99 H -9.337 -3.529 -5.407  C93 1.095
100 H -9.574 -5.793 -5.077  O94 0.967
101 C 6.011 -3.340 5.975  C102 1.515, H104 1.093, H105 1.092, H106 1.094
102 C 6.632 -2.604 4.805  C101 1.515, O103 1.427, H107 1.092, H108 1.094
103 O 5.620 -1.936 4.053  C102 1.427, H109 0.969
104 H 5.277 -4.070 5.622  C101 1.093
105 H 6.774 -3.861 6.557  C101 1.092
106 H 5.480 -2.645 6.632  C101 1.094
107 H 7.143 -3.304 4.141  C102 1.092
108 H 7.360 -1.864 5.152  C102 1.094
109 H 5.178 -1.311 4.648  O103 0.969
110 C 1.246 6.293 -2.036  C111 1.516, H113 1.094, H114 1.093, H115 1.093
111 C 0.817 7.637 -2.588  C110 1.516, O112 1.423, H116 1.092, H117 1.095
112 O -0.601 7.750 -2.563  C111 1.423, H118 0.966
113 H 0.805 5.480 -2.620  C110 1.094
114 H 2.334 6.191 -2.055  C110 1.093
115 H 0.899 6.169 -1.006  C110 1.093
116 H 1.146 7.748 -3.623  C111 1.092
117 H 1.245 8.456 -2.001  C111 1.095
118 H -0.884 7.660 -1.643  O112 0.966
119 C -10.959 -6.431 -0.067  C120 1.516, H122 1.093, H123 1.093, H124 1.094
120 C -10.233 -5.596 -1.104  C119 1.516, O121 1.423, H125 1.092, H126 1.095
121 O -10.586 -6.027 -2.413  C120 1.423, H127 0.966
122 H -10.708 -7.488 -0.182  C119 1.093
123 H -10.693 -6.114 0.945  C119 1.093
124 H -12.042 -6.344 -0.189  C119 1.094
125 H -9.153 -5.703 -0.991  C120 1.092
126 H -10.488 -4.536 -1.001  C120 1.095
127 H -11.542 -5.921 -2.506  O121 0.966
128 C 1.150 5.056 1.601  C129 1.516, H131 1.094, H132 1.093, H133 1.094
129 C 0.507 5.072 2.974  C128 1.516, O130 1.421, H134 1.092, H135 1.095
130 O -0.069 3.804 3.256  C129 1.421, H136 0.967
131 H 0.410 4.810 0.834  C128 1.094
132 H 1.592 6.028 1.367  C128 1.093
133 H 1.931 4.291 1.548  C128 1.094
134 H -0.287 5.820 3.016  C129 1.092
135 H 1.243 5.305 3.749  C129 1.095
136 H 0.639 3.147 3.226  O130 0.967
137 C 9.942 -3.435 8.647  C138 1.516, H140 1.093, H141 1.092, H142 1.094
138 C 10.560 -2.697 7.477  C137 1.516, O139 1.425, H143 1.092, H144 1.094
139 O 9.549 -2.029 6.727  C138 1.425, H145 0.967
140 H 9.208 -4.165 8.296  C137 1.093
141 H 10.707 -3.956 9.228  C137 1.092
142 H 9.412 -2.741 9.306  C137 1.094
143 H 11.070 -3.395 6.810  C138 1.092
144 H 11.288 -1.956 7.823  C138 1.094
145 H 9.109 -1.407 7.321  O139 0.967
146 C 11.896 1.479 6.647  C147 1.516, H149 1.093, H150 1.093, H151 1.094
147 C 11.520 1.436 5.179  C146 1.516, O148 1.422, H152 1.092, H153 1.095
148 O 11.200 0.105 4.793  C147 1.422, H154 0.969
149 H 12.751 0.827 6.843  C146 1.093
150 H 12.150 2.496 6.956  C146 1.093
151 H 11.070 1.118 7.269  C146 1.094
152 H 12.353 1.776 4.561  C147 1.092
153 H 10.656 2.078 4.978  C147 1.095
154 H 10.455 -0.187 5.339  O148 0.969
155 C -2.791 -7.250 2.043  C156 1.515, H158 1.093, H159 1.092, H160 1.094
156 C -2.916 -6.098 1.066  C155 1.515, O157 1.426, H161 1.092, H162 1.094
157 O -1.655 -5.452 0.905  C156 1.426, H163 0.966
158 H -2.437 -6.893 3.014  C155 1.093
159 H -3.751 -7.751 2.180  C155 1.092
160 H -2.060 -7.981 1.686  C155 1.094
161 H -3.631 -5.359 1.437  C156 1.092
162 H -3.259 -6.450 0.088  C156 1.094
163 H -1.033 -6.111 0.570  O157 0.966
164 C 8.968 -0.353 2.121  C165 1.515, H167 1.093, H168 1.092, H169 1.094
165 C 7.865 0.686 2.107  C164 1.515, O166 1.424, H170 1.092, H171 1.095
166 O 6.643 0.099 1.668  C165 1.424, H172 0.966
167 H 9.105 -0.780 1.124  C164 1.093
168 H 9.912 0.085 2.451  C164 1.092
169 H 8.711 -1.180 2.790  C164 1.094
170 H 8.114 1.499 1.422  C165 1.092
171 H 7.713 1.109 3.105  C165 1.095
172 H 6.426 -0.613 2.284  O166 0.966